[1]
Entry from the OMol25 dataset: a molecular structure, C9H10Cl3F3KO4S2Si (ωB97M-V/def2-TZVPD).

Summary:
- DFT total energy: -4016.196712 a.u.
- Spin multiplicity: 1
- Orbital gap: 7.707 eV
- Net charge: -1
- Relative energy (zero: lowest compared OMol25 entry of this formula, charge and spin): 0.00 kcal per mole

Element x y z (Å)
O  -2.5709  -3.3490  0.1624
Cl  -3.6978  0.5567  2.5677
C  1.6260  0.8035  -1.1206
F  -3.8485  -4.9168  -2.0058
C  1.5397  2.8355  0.1865
H  2.0054  4.7138  1.1307
O  -0.9529  -4.2762  -1.4322
H  0.4162  4.6404  0.3760
H  1.7313  2.7765  -1.9438
Si  -2.2630  2.3233  2.2258
C  2.9437  -2.1122  0.7185
C  -3.3185  -3.7198  -2.3093
H  1.8544  4.8062  -0.6294
C  1.3692  0.6890  1.2746
C  1.6566  2.1897  -1.0361
O  0.3543  -2.0420  1.0230
H  3.0135  -3.1974  0.7616
O  -1.6207  -1.9183  -1.5357
H  3.7554  -1.7086  0.1141
C  1.4587  4.3311  0.2681
F  -2.8619  -3.7814  -3.5730
H  1.1967  0.0860  2.1582
Cl  -3.7799  3.8691  1.9650
H  2.9728  -1.6945  1.7246
H  1.6644  0.3048  -2.0812
Cl  -1.9552  1.8565  -0.0017
S  -1.9492  -3.2785  -1.1478
K  -1.9622  -0.9511  0.7822
F  -4.3107  -2.8131  -2.2767
C  1.4893  0.0640  0.0387
H  1.2780  2.5580  2.3011
C  1.4073  2.0668  1.3443
S  1.3585  -1.7118  -0.0300

***

[2]
Entry from the OMol25 dataset: a molecular structure, C34H39As2N5O8S3Zn at a distorted geometry (ωB97M-V/def2-TZVPD).

Summary:
- DFT total energy: -9640.064913 a.u.
- Spin multiplicity: 1
- Orbital gap: 5.725 eV
- Net charge: -2
- Relative energy (zero: lowest compared OMol25 entry of this formula, charge and spin): 79.58 kcal per mole

Element x y z (Å)
H  -4.8285  -4.0215  0.0504
H  3.1333  4.9822  -3.2695
C  -0.2400  -2.9419  4.6337
H  -4.0348  -2.6789  -0.8093
C  2.4013  -5.0337  0.5776
C  4.2065  -1.9759  1.6884
H  -0.0597  -4.0144  4.6400
H  3.4103  1.7970  -3.4981
H  0.6291  3.2295  -5.4585
H  1.7131  4.6385  -5.3571
O  -5.0675  0.5509  3.7367
H  5.4462  0.3081  -3.0120
N  5.5959  1.0207  -2.3128
H  -2.5076  2.8159  2.3835
C  6.6961  1.8130  -2.3403
C  -1.1508  -1.3767  3.1293
Zn  0.5189  1.5948  -0.5758
H  7.3888  1.6478  -3.1531
S  0.6406  -0.2446  1.8682
H  -2.8233  1.8083  -3.2374
C  6.8814  2.7571  -1.3868
H  -4.3983  -3.0758  5.6141
N  -0.2731  2.5061  -2.9591
H  -4.4935  2.8136  -1.6493
C  0.1209  -1.0778  -2.4257
H  -1.0189  -2.6723  5.3474
H  -2.7382  1.5314  3.6024
C  3.9641  -3.2755  1.2723
O  -5.7779  0.9416  1.6926
C  1.5842  -2.8076  1.1669
C  5.9096  2.8777  -0.3566
C  5.0610  -4.1677  1.0963
C  -1.1125  2.2939  -2.0672
H  -3.2649  -3.3792  4.2715
S  3.4141  0.5413  2.3992
H  -6.0076  -0.5868  0.2971
H  -3.8023  -1.7196  4.6347
H  -3.1676  3.2241  -0.5429
C  4.6158  1.0828  -1.3414
C  -5.8237  0.4870  0.3362
C  -1.1040  -0.9633  1.6773
C  -4.9372  0.3274  2.5602
C  -1.4642  -2.0252  0.6944
H  3.0066  3.8120  -1.9331
O  -0.6354  -2.6189  3.3097
H  -6.6530  1.0222  -0.1219
O  -5.2506  -2.9740  3.7880
C  -4.1016  -2.7668  4.6133
H  2.5841  1.7704  -5.0636
C  -3.8691  -0.5303  1.9844
H  7.7601  3.3846  -1.4010
H  -1.1197  1.8991  2.9896
C  2.4550  4.3125  -2.7307
C  2.9787  2.4212  -4.2816
C  1.0653  3.9688  -4.7852
C  2.6474  -3.7035  1.0086
H  1.6573  4.9022  -2.2752
O  -0.3684  -0.9401  -1.0921
S  3.3248  0.0500  -1.4549
H  0.6775  -2.4055  4.8880
N  5.9711  -4.8600  0.9591
C  -3.8691  -3.6056  -0.2620
C  -1.0921  -2.0535  -0.6509
H  6.0464  3.6277  0.4116
H  -0.7037  -1.1191  -3.1406
H  4.0915  2.1026  0.4700
C  -2.5598  1.9712  -2.1878
As  -2.7648  -3.2808  1.3381
C  1.8496  3.2604  -3.6750
O  -1.5163  -0.7081  4.0680
C  -5.2721  -2.4335  2.5520
H  3.7592  3.0575  -4.7099
H  0.5823  -3.1386  0.9374
H  -2.7443  1.0417  -1.6406
H  -4.8990  0.7226  -0.1953
H  5.2206  -1.6498  1.8734
C  -3.4345  3.0764  -1.5909
As  -2.3471  0.5186  1.2498
C  4.8211  2.0620  -0.3270
H  -3.2804  4.0173  -2.1213
C  -2.1751  1.8336  2.7242
O  -6.3028  -2.4895  1.9218
N  1.0123  2.3597  -2.8928
C  1.8269  -1.5173  1.5939
H  0.2499  4.5481  -4.3517
H  0.7417  -0.2052  -2.6294
N  2.2162  -6.1166  0.2294
C  3.1601  -1.0626  1.8666
O  -1.3189  -2.9604  -1.4565
H  0.7092  -1.9915  -2.5230
H  -3.3565  -4.3074  -0.9146
C  -4.0162  -1.8560  2.0140

***

[3]
Entry from the OMol25 dataset: a single C2H3Cl2NOS molecule at a distorted geometry (ωB97M-V/def2-TZVPD).

Summary:
- DFT total energy: -1526.484758 a.u.
- Spin multiplicity: 1
- Orbital gap: 7.739 eV
- Net charge: 0
- Relative energy (zero: lowest compared OMol25 entry of this formula, charge and spin): 66.62 kcal per mole

Element x y z (Å)
H  -0.0971  1.0744  0.3343
N  0.6385  -0.8873  0.3196
Cl  -2.7522  0.0622  -1.2853
H  0.0937  0.2420  -1.2132
O  -1.7049  -1.9442  -0.0133
S  0.5565  -2.3635  -0.3197
C  -0.2544  0.0145  -0.1401
Cl  -2.2741  0.0387  1.6880
C  -1.7418  -0.6672  0.0369
H  1.0550  -0.7843  1.2990

***

[4]
Entry from the OMol25 dataset: 2 unconnected molecules or ions with the total composition C5H8O at a distorted geometry (ωB97M-V/def2-TZVPD).

Summary:
- DFT total energy: -270.353178 a.u.
- Spin multiplicity: 1
- Orbital gap: 9.365 eV
- Net charge: 0
- Relative energy (zero: lowest compared OMol25 entry of this formula, charge and spin): 128.46 kcal per mole

Element x y z (Å)
H  -1.9910  0.6319  0.3021
C  -0.3572  -0.0689  -0.3170
C  2.4074  0.2142  -0.5941
H  -0.5993  0.1290  -1.3646
H  -0.4117  -1.6843  1.1557
C  -0.5228  -1.5104  0.0848
H  -0.8309  0.6683  1.6622
H  -1.5022  -1.8965  -0.2095
O  -0.7256  2.2467  0.2879
H  0.2112  -2.1326  -0.4206
H  3.3454  -0.1597  -0.7720
H  0.6585  2.0126  -0.0297
C  -0.9512  0.9620  0.6016
C  1.2694  0.5875  -0.3867

***

[5]
Entry from the OMol25 dataset: a molecular structure, C43H88CaNO12 at a distorted geometry (ωB97M-V/def2-TZVPD).

Summary:
- DFT total energy: -3325.924776 a.u.
- Spin multiplicity: 1
- Orbital gap: 4.503 eV
- Net charge: +1
- Relative energy (zero: lowest compared OMol25 entry of this formula, charge and spin): 204.91 kcal per mole

Element x y z (Å)
H  8.0668  2.7545  14.4411
H  7.5563  -3.9205  5.4072
C  15.6284  3.9473  10.5510
H  13.8028  -4.3136  8.5632
H  15.7073  4.4817  11.4977
C  8.0498  -8.8682  12.8953
N  6.6634  -8.9509  12.4109
H  8.5864  0.0678  17.1117
H  5.0684  -10.1969  10.2272
H  16.3144  4.4543  9.8723
O  14.2614  3.7810  10.1299
H  15.3469  -4.1220  10.8255
H  16.6238  -6.1822  10.3468
C  5.3220  -9.1438  10.3492
H  4.8520  2.5748  12.7320
H  16.5962  0.8597  5.8360
C  5.8359  -10.1690  14.4703
H  1.8740  -4.1665  10.4600
C  10.4497  -1.8869  10.1107
H  15.0179  -6.6353  7.6906
H  4.8503  2.6032  10.3270
C  13.9783  -3.4652  15.4574
H  3.4755  -2.2619  8.6919
H  6.8797  1.5563  10.9724
C  6.0583  0.8457  10.8807
H  9.3531  4.0834  4.2882
C  4.3750  1.7042  12.2817
H  17.6938  -4.7920  10.0128
H  9.5255  2.2223  18.1384
H  9.5292  4.0124  6.0526
H  5.3365  -8.6910  9.3578
H  12.1454  -4.5992  14.8060
H  8.5930  0.3486  5.9440
Ca  8.6854  -2.1457  13.5376
H  8.5098  -6.7337  12.8350
H  9.4913  4.0629  16.0361
O  9.9395  -2.9388  10.3849
H  14.9798  -2.1181  3.9512
H  7.4060  -9.4920  10.4348
C  15.5967  0.7756  5.4094
O  15.6574  1.0722  3.9875
C  8.9414  2.3828  17.2322
H  14.2828  -0.8201  6.1247
C  6.6800  -8.8774  10.9670
O  16.7528  -5.7338  8.3453
O  10.9024  -1.6399  8.8565
H  9.9149  -7.7959  12.6783
C  9.5754  -4.4447  4.5973
H  14.1302  -5.7836  9.5230
H  4.2718  -3.3049  7.5188
H  6.5756  -11.1035  12.6954
H  7.2623  1.2671  16.6684
C  14.1449  -1.9821  15.8562
H  4.0542  1.0234  10.2685
H  14.2626  -4.1950  16.2154
C  15.7192  -0.1189  3.2841
C  3.7158  -3.2986  8.4563
C  4.7653  1.6360  10.8226
H  9.5686  1.6042  4.1700
C  9.6275  2.0547  5.1608
H  5.0594  -10.1880  12.4726
C  12.4815  -3.6976  15.3182
H  8.1807  3.0756  17.5919
H  8.5472  -9.8165  12.6923
H  16.4009  2.1958  9.7063
H  3.3038  1.8545  12.4156
O  8.6798  1.0257  15.3008
H  9.6452  2.1802  13.9477
C  15.1389  -0.6683  5.4674
H  4.1840  -0.3696  12.9658
H  7.5715  -4.7830  3.8344
H  5.2168  -10.9738  14.8666
H  15.3482  0.0479  2.2728
H  10.8203  -2.4164  8.2980
O  12.0062  -2.4639  14.7888
H  1.8136  -5.7618  9.7404
H  1.5522  -3.6601  8.1938
C  14.5810  -4.9491  8.9860
C  9.2928  -5.9421  6.3610
C  15.6425  -4.2754  9.7876
C  8.9926  2.3137  14.8105
C  13.7661  2.4922  10.4788
H  8.8818  -7.6179  11.3289
H  5.4041  -9.1888  14.6724
H  14.9857  0.6802  11.0013
H  6.2168  0.2000  10.0170
H  9.7960  -3.3939  4.4096
H  13.2947  -0.9222  14.2005
C  4.8882  0.4622  12.9458
H  7.1808  -6.0030  6.2856
H  14.8804  1.5051  5.7874
O  7.4730  2.1881  6.1326
C  4.4994  -3.8268  9.6569
H  15.9353  -1.3436  5.7799
H  16.7275  -0.5298  3.2320
H  5.0302  0.5912  14.0188
C  8.3270  1.0338  16.6784
H  14.9160  1.9640  12.2455
H  12.0538  -3.8513  16.3089
H  12.9952  2.6602  11.2309
C  14.9155  1.7539  11.1760
O  3.7570  -4.9626  10.1233
H  4.5701  -8.5636  10.8840
C  16.7852  -5.3124  9.7101
H  12.5375  -0.6438  15.8540
H  6.9805  4.1579  5.5378
H  9.0373  1.4250  7.1944
H  14.1089  -1.8156  16.9328
C  2.3851  -4.8340  9.7661
H  14.5138  -3.6902  14.5351
C  8.0056  -5.9233  5.5774
C  8.6693  1.4125  6.1685
H  5.5071  -4.1244  9.3668
H  9.9980  -5.0838  3.8220
C  8.8634  -7.6763  12.4172
C  14.7644  -1.0551  4.0589
H  9.1406  -5.7526  7.4236
C  7.6137  3.3066  5.2882
C  9.5960  2.9781  16.0165
C  2.4952  -4.1746  8.3786
C  12.9384  -1.3574  15.1342
H  7.9770  -8.8415  13.9825
O  5.9809  0.1603  12.1127
H  15.4414  -5.0393  6.9620
C  9.1201  3.5024  5.1805
H  4.5666  -3.0770  10.4452
H  13.3921  1.9094  9.6372
C  6.0501  -10.1771  12.9270
H  9.9654  -6.7764  6.1619
C  15.4146  -5.6366  7.8734
H  6.7909  -10.1702  14.9958
H  10.6672  1.8592  5.4232
H  7.1000  3.0710  4.3562
H  13.7370  -0.8010  3.7986
H  7.9168  -6.8386  4.9923
H  10.6829  2.9079  15.9750
O  10.0731  -4.8427  5.8774
C  16.0985  2.5245  10.7005
H  15.9615  -3.3441  9.3196
H  6.8800  -7.8463  10.6755
O  10.3796  -0.9460  10.9674
H  17.0053  2.5427  11.3050
H  2.7018  -4.9420  7.6325
H  15.0981  -1.5042  15.6300
C  8.0664  -4.6671  4.7986